No. 1
14
Properties=species:S:1:pos:R:3 method="wB97M-V/def2-TZVPD" smiles=NCN.C e_above_lowest_kcal_mol=11.7 total_energy_ha=-191.67870
C 1.5120 1.6040 1.7105
H 0.8924 0.8517 1.2405
H 2.5303 1.2189 1.6793
H 1.1048 1.6018 2.7296
H 1.5066 2.5583 1.2079
N -0.1411 0.2275 -1.2768
C -0.9373 -0.7386 -0.4884
N -1.5005 -1.8983 -1.1901
H 0.5857 -0.2426 -1.7931
H -0.7342 0.8179 -1.8423
H -0.2715 -0.8751 0.3588
H -1.8442 -0.2346 -0.1338
H -1.9369 -2.5036 -0.5139
H -0.7662 -2.3874 -1.6883

---

No. 2
15
Properties=species:S:1:pos:R:3 method="wB97M-V/def2-TZVPD" multiplicity=2 s2=0.750 e_above_lowest_kcal_mol=11.4 total_energy_ha=-266.87409 total_charge=-1
N 2.1728 1.4206 1.3735
C 1.4603 1.1098 0.1005
C 1.0389 -0.3449 0.0529
N 0.1509 -0.6661 -1.0791
H 3.1119 1.1339 1.2270
H 2.1308 2.3769 1.6642
H 0.5842 1.7082 0.0594
H 2.1237 1.3262 -0.7184
H 0.4599 -0.6967 0.9093
H 1.9750 -0.9658 -0.0463
H -0.8590 -0.6189 -0.9477
H 0.2334 0.0024 -1.8207
H -4.3161 -2.4054 -0.5307
H -5.1649 -1.5862 0.3505
O -5.1018 -1.7941 -0.5945

---

No. 3
15
Properties=species:S:1:pos:R:3 method="wB97M-V/def2-TZVPD" multiplicity=2 s2=0.750 e_above_lowest_kcal_mol=9.4 total_energy_ha=-266.87733 total_charge=-1
C 0.9617 -0.0073 -0.9926
C 0.3136 -1.3223 -0.6386
N 0.7651 -1.8286 0.6652
N 0.1967 1.0771 -0.3568
H 2.0144 0.0273 -0.6969
H 0.9444 0.1966 -2.0668
H -0.7482 -1.1473 -0.5676
H 0.4512 -2.0694 -1.4189
H 1.5016 -2.5084 0.6454
H -0.0010 -2.0183 1.2872
H -0.1233 0.8274 0.5745
H 0.7176 1.9344 -0.1912
H -2.5546 2.9000 1.6769
H -2.1004 1.9784 0.5668
O -2.3391 1.9605 1.5135

---

No. 4
15
Properties=species:S:1:pos:R:3 method="wB97M-V/def2-TZVPD" smiles=NCN.CO e_above_lowest_kcal_mol=22.6 total_energy_ha=-266.90823
C -0.1245 3.2521 2.4822
O -0.5210 2.1526 1.6789
H 0.6295 2.9357 3.2082
H 0.3631 3.9492 1.7972
H -0.9551 3.7556 2.9766
H -1.2455 1.6562 2.0607
N 0.2224 -1.4069 -0.4026
C 0.6826 -1.6605 -1.7410
N -0.1007 -2.6307 -2.4522
H -0.7592 -1.3623 -0.2204
H 0.8910 -1.1115 0.2840
H 0.6239 -0.7589 -2.3643
H 1.7178 -1.9962 -1.7027
H -0.1542 -3.5195 -1.9738
H -1.0341 -2.2950 -2.6361

---

No. 5
15
Properties=species:S:1:pos:R:3 method="wB97M-V/def2-TZVPD" smiles=NCCO.N e_above_lowest_kcal_mol=4.1 total_energy_ha=-266.93765
N -2.0895 -0.5981 -0.8398
H -0.9868 -0.8200 0.7257
H -3.0335 -0.2447 -0.8536
H -1.5350 0.0910 -1.3478
H -2.1343 -1.4071 -1.4505
C 0.9042 -0.5301 1.1136
O -0.4509 -0.6857 1.5473
C 1.1934 0.8633 0.5242
N 0.6288 0.8022 -0.8390
H 1.5007 -0.6831 2.0306
H 1.2225 -1.3097 0.3998
H 0.6471 1.5948 1.1228
H 2.2762 1.0777 0.5858
H 1.1779 0.1424 -1.4078
H 0.6792 1.7071 -1.3112

---

No. 6
16
Properties=species:S:1:pos:R:3 method="wB97M-V/def2-TZVPD" multiplicity=2 s2=0.751 e_above_lowest_kcal_mol=7.3 total_energy_ha=-342.13075 total_charge=-1
C 2.0624 -0.7197 -0.4865
N 0.8301 -0.0936 -0.0773
C 0.8615 1.1815 0.3610
N -0.1201 2.0366 0.2655
H 2.2656 -0.7205 -1.5670
H 2.8825 -0.1618 -0.0343
H 2.0930 -1.7498 -0.1288
H -0.0713 -0.4042 -0.4363
H 1.7846 1.5390 0.8226
H -0.0827 2.5919 1.1304
H -3.1320 0.5498 0.2444
H -1.7143 1.1027 -0.0572
O -2.3811 0.4336 -0.3430
H -1.9996 -1.1265 -0.1200
H -1.7142 -2.4505 0.6375
O -1.5642 -2.0085 -0.2109

---

No. 7
16
Properties=species:S:1:pos:R:3 method="wB97M-V/def2-TZVPD" multiplicity=2 s2=0.751 e_above_lowest_kcal_mol=16.4 total_energy_ha=-342.11631 total_charge=-1
C 0.6456 0.6646 -1.2458
N 1.7339 2.0445 1.2690
C 1.0199 0.8986 1.1443
N 0.2982 0.5311 0.1512
H 0.1903 -0.1033 -1.8763
H 0.1673 1.6362 -1.5695
H 1.7170 0.8528 -1.4188
H 1.6184 2.7481 0.5491
H 2.4454 2.2018 1.9732
H 1.2494 0.2357 1.9821
H -2.3794 -0.9296 1.5574
H -1.1306 -0.3530 0.7463
O -1.8092 -1.0855 0.8056
H -1.7194 -1.9634 -2.4585
H -1.5792 -2.4520 -0.9335
O -1.3233 -2.5846 -1.8678

---

No. 8
17
Properties=species:S:1:pos:R:3 method="wB97M-V/def2-TZVPD" smiles="NCNC=O.O.O" e_above_lowest_kcal_mol=19.4 total_energy_ha=-417.44259
O 0.7546 2.3576 -2.8562
C -0.1380 2.4446 -2.0562
N -0.3004 1.6257 -0.9677
C 0.4304 0.3717 -0.9036
N 1.3379 0.2497 0.2586
H -0.9199 3.2193 -2.0997
H -1.1438 1.6872 -0.4168
H 1.0499 0.3365 -1.7958
H -0.2511 -0.4768 -0.9222
H 2.2400 0.5890 -0.0436
H 1.0226 0.9032 0.9672
H -1.3314 -2.2642 2.2753
H -2.8168 -1.9591 2.1982
O -2.1841 -2.4709 2.7079
H 0.8734 -2.8672 0.8318
H 0.9390 -1.4551 1.3464
O 0.4378 -2.2910 1.4765

---

No. 9
15
Properties=species:S:1:pos:R:3 method="wB97M-V/def2-TZVPD" multiplicity=2 s2=0.758 e_above_lowest_kcal_mol=23.9 total_energy_ha=-245.70571 total_charge=+2
C 0.5009 2.3481 -0.0255
N 0.6688 1.3442 1.0853
H 0.6872 3.3929 0.2474
H -0.4759 2.0360 -0.3433
H 1.2654 2.1164 -0.7548
H 1.6031 1.4907 1.5268
H 0.0338 1.5113 1.8850
H 0.4869 0.3043 0.8880
N -1.6752 -2.2373 -0.9386
C -0.3687 -1.8885 -0.8706
N 0.1143 -1.1171 0.0775
H -1.9569 -2.9433 -1.6150
H -1.9237 -2.5573 0.0105
H 0.1742 -2.2008 -1.7750
H 0.8658 -1.5997 0.6023

---

No. 10
16
Properties=species:S:1:pos:R:3 method="wB97M-V/def2-TZVPD" e_above_lowest_kcal_mol=16.7 total_energy_ha=-321.49843 total_charge=+1
C 0.7047 1.4332 1.1690
N -0.1403 0.2540 1.3744
C -0.6046 -0.7127 0.5342
N -1.2173 -1.7705 1.1043
N -0.5724 -0.5145 -0.7980
H 0.9786 1.6415 0.1477
H 0.3100 2.2981 1.6512
H 1.6297 1.1888 1.6440
H -0.1620 -0.0597 2.3603
H -1.1976 -1.8162 2.1182
H -1.1897 -2.6730 0.6801
H -1.1060 -1.2725 -1.2616
H 0.2586 -0.0725 -1.2836
H 2.1722 0.8453 -3.1743
H 0.7849 1.7432 -3.0389
O 1.3038 1.0088 -2.7284

---

No. 11
16
Properties=species:S:1:pos:R:3 method="wB97M-V/def2-TZVPD" e_above_lowest_kcal_mol=22.3 total_energy_ha=-321.48946 total_charge=+1
C 0.2005 -1.5591 1.4763
N 1.0108 -0.5254 0.7888
C 0.7540 0.0984 -0.3332
N 1.4887 1.1856 -0.6354
N -0.1582 -0.3809 -1.1933
H 0.8228 -2.0749 2.1839
H -0.6412 -1.0412 1.9385
H -0.2803 -2.1866 0.7256
H 1.9056 -0.4203 1.2300
H 1.8255 1.3829 -1.5463
H 1.8565 1.7091 0.1383
H -0.1615 0.0860 -2.0884
H -1.1409 -0.4915 -0.9512
H -2.3433 1.1670 0.7485
H -3.4577 1.2194 -0.2073
O -2.5298 0.9188 -0.1712

---

No. 12
16
Properties=species:S:1:pos:R:3 method="wB97M-V/def2-TZVPD" e_above_lowest_kcal_mol=111.5 total_energy_ha=-321.34728 total_charge=+1
C -0.7806 0.1893 0.3101
C 1.5565 -0.1502 -0.3819
N -1.4184 1.2274 -0.2960
N 2.1906 0.8728 0.1230
N -1.5543 -1.2322 -0.1530
O 1.7753 -1.4670 0.0101
H -0.8284 0.1929 1.3985
H 0.9134 -0.4112 -1.2422
H -1.5954 1.2030 -1.3098
H -2.2974 1.6276 0.1016
H 2.7969 0.7532 0.9439
H 2.4432 1.5856 -0.5070
H -0.9689 -2.0113 -0.1118
H -2.3848 -1.5455 0.3691
H -1.9333 -1.1135 -1.0962
H 2.5272 -1.6714 0.5658

---

No. 13
17
Properties=species:S:1:pos:R:3 method="wB97M-V/def2-TZVPD" multiplicity=3 s2=2.004 e_above_lowest_kcal_mol=0.0 total_energy_ha=-763.94968 total_charge=-1
C -2.2149 2.5723 0.1493
Pt 0.5180 -0.7918 0.2723
N 2.0509 -2.0214 -0.6347
N -1.1611 -1.6919 -0.6348
H 2.3602 -2.8029 -0.0477
H -2.2551 3.2669 -0.6692
H -1.9243 3.0881 1.0729
H -1.4277 1.8280 -0.1168
H -3.1807 2.0830 0.2259
H -1.3775 -2.6550 -0.3570
H -1.1051 -1.6554 -1.6575
H -1.9698 -1.1309 -0.3703
H 1.7982 -2.4056 -1.5429
H 2.8919 -1.4517 -0.7757
S 2.1015 0.4283 1.1733
C 1.7233 0.0828 2.8016
N 1.5160 -0.0731 3.9509

---

No. 14
16
Properties=species:S:1:pos:R:3 method="wB97M-V/def2-TZVPD" e_above_lowest_kcal_mol=34.1 total_energy_ha=-644.39700 total_charge=+1
C 1.9715 -0.3036 -0.4177
C 0.5225 0.0982 -0.0185
N 2.1071 -1.1557 -1.5569
N -0.2919 -0.1099 -1.0394
N 0.0552 0.2716 1.2272
S -3.4168 1.0827 0.6767
H 2.3968 -0.7064 0.5380
H 2.6482 0.5446 -0.5687
H 1.3379 -1.8051 -1.7775
H 2.2358 -0.5335 -2.3758
H -1.2425 0.3941 -0.9397
H 0.1981 0.0741 -1.9319
H 0.7160 0.0286 1.9710
H -2.8851 1.1849 1.9243
H -0.9785 0.1287 1.3901
H -4.7180 1.2964 1.0011

---

No. 15
16
Properties=species:S:1:pos:R:3 method="wB97M-V/def2-TZVPD" multiplicity=3 s2=2.009 e_above_lowest_kcal_mol=27.6 total_energy_ha=-644.18388 total_charge=+1
C 1.6382 -1.3591 -0.5243
C -0.3462 -0.4603 -0.4011
N 1.9832 -1.7179 0.7176
N -0.6577 -0.0347 0.7839
N -1.2543 -0.4050 -1.3537
S -1.6451 2.9400 0.5336
H 2.1164 -0.5541 -0.9722
H 1.1772 -2.2546 -1.1283
H 2.4462 -1.0697 1.4701
H 2.0052 -2.7370 1.0653
H -1.5746 0.2934 0.8679
H -0.0225 -0.1129 1.6828
H -0.8433 -0.4622 -2.2393
H -2.3074 4.0481 0.0445
H -2.1070 0.2519 -1.3403
H -0.6083 3.6341 0.7936

---

No. 16
16
Properties=species:S:1:pos:R:3 method="wB97M-V/def2-TZVPD" smiles="[H]/N=C/N.NCN" e_above_lowest_kcal_mol=45.5 total_energy_ha=-301.15564
N 0.8535 -1.6002 0.3280
C 0.3404 -2.1671 -1.0405
N -0.5386 -1.2389 -1.7039
H 0.1484 -1.0998 0.8706
H 1.7490 -1.1748 0.2520
H -0.1458 -3.2053 -0.8055
H 1.3652 -2.2917 -1.5419
H -1.3865 -1.3275 -1.2147
H -0.3954 -1.3995 -2.7232
N 0.0926 1.5505 -0.2494
C -0.3904 2.1291 0.9290
N -0.4389 1.6827 2.1640
H 0.5315 2.1730 -0.9623
H 0.6419 0.5984 -0.2661
H -0.8380 3.0616 0.6686
H -1.1513 2.1350 2.6209